The following is a quantum chemistry calculation of a cluster of 6 separate species, C11H34O11 in total, from the Open Molecules 2025 dataset.

Cartesian coordinates (Å):
C: 0.31 0.01 0.84
O: 0.40 0.02 -0.57
H: -0.67 0.45 1.06
H: 0.31 -0.98 1.29
H: 0.97 0.75 1.30
H: -0.38 0.35 -1.04
C: -2.54 -1.35 -4.07
C: -3.29 -0.86 -5.31
O: -3.90 0.37 -5.01
O: -1.52 -0.45 -3.59
H: -2.17 -2.33 -4.37
H: -3.26 -1.55 -3.28
H: -4.19 -1.39 -5.61
H: -2.61 -0.81 -6.16
H: -3.29 1.02 -5.39
H: -0.76 -0.46 -4.17
C: 1.68 1.44 4.80
C: 2.63 1.71 6.06
O: 3.34 2.89 5.77
O: 2.46 1.16 3.69
H: 0.95 2.24 4.76
H: 1.04 0.58 5.02
H: 3.47 1.03 6.19
H: 2.17 1.83 7.04
H: 2.80 3.63 6.04
H: 3.08 0.49 3.98
C: 1.12 0.13 -5.56
C: 2.00 1.21 -4.88
O: 1.33 1.60 -3.73
O: 0.79 -0.91 -4.66
H: 1.39 -0.02 -6.60
H: 0.10 0.51 -5.60
H: 2.07 1.94 -5.68
H: 3.01 0.89 -4.63
H: 0.90 0.80 -3.43
H: 1.33 -1.66 -4.91
C: 2.62 -4.07 6.25
C: 1.47 -3.38 5.42
O: 1.91 -2.76 4.25
O: 3.59 -3.11 6.76
H: 3.05 -4.87 5.65
H: 2.13 -4.44 7.15
H: 1.05 -2.60 6.06
H: 0.73 -4.15 5.20
H: 1.15 -2.38 3.81
H: 3.24 -2.84 7.61
C: -2.63 1.79 -1.27
C: -3.75 2.32 -2.18
O: -3.84 3.69 -1.96
O: -2.68 0.39 -0.96
H: -2.76 2.15 -0.25
H: -1.59 2.07 -1.48
H: -4.69 1.78 -2.22
H: -3.44 2.25 -3.23
H: -4.47 4.02 -2.61
H: -2.20 -0.14 -1.60

Calculated values
- orbital gap (alpha / beta) (eV) = 9.308 / 1.974
- E_HOMO (alpha / beta) (eV) = -11.786 / -11.617
- E (eV) = -34465.552
- energy relative to the best compared isomer or geometry (same formula, charge and spin) (kcal per mole) = 44.9
- multiplicity = 2
- total charge = +1
- molar mass (g/mol) = 342.4

---

The following is a quantum chemistry calculation of a cluster of 7 separate species, C11H35N10O9 in total, from the Open Molecules 2025 dataset.

Cartesian coordinates (Å):
N: -0.37 -0.96 0.38
H: -0.96 -1.08 1.19
H: 0.38 -0.36 0.70
H: -0.76 -0.56 -0.46
H: 0.17 -1.75 0.05
C: 2.03 1.31 1.01
O: 2.32 2.51 0.94
O: 2.17 0.58 0.11
O: 1.36 0.90 1.96
C: -0.84 0.10 -6.17
O: -1.06 -0.18 -4.85
C: -0.05 0.32 -3.97
C: -0.17 -0.24 -2.53
N: -1.50 0.10 -1.96
C: -1.59 1.57 -1.62
C: -3.06 1.92 -1.44
O: -3.41 1.48 -0.08
C: -4.72 1.79 0.17
H: -0.07 -0.51 -6.63
H: -0.44 1.11 -6.21
H: -1.77 -0.07 -6.71
H: -0.06 1.39 -3.80
H: 0.97 0.15 -4.33
H: 0.59 0.14 -1.85
H: -0.03 -1.32 -2.60
H: -2.07 -0.06 -2.78
H: -1.28 2.19 -2.46
H: -1.08 1.92 -0.73
H: -3.57 1.23 -2.12
H: -3.27 2.97 -1.64
H: -5.51 1.53 -0.54
H: -4.92 2.84 0.40
H: -5.01 1.35 1.12
C: 3.99 -2.08 2.00
O: 4.78 -2.95 2.29
N: 4.38 -1.04 1.37
N: 2.71 -2.08 2.19
H: 5.32 -0.93 1.02
H: 3.61 -0.52 0.96
H: 2.19 -1.23 2.02
H: 2.25 -2.84 2.68
C: -1.03 -1.13 3.91
O: -1.06 -1.81 2.88
N: -0.07 -0.34 4.09
N: -1.81 -1.10 4.95
H: 0.42 0.07 3.31
H: -0.19 0.24 4.91
H: -1.38 -0.52 5.66
H: -2.50 -1.81 5.15
C: 2.20 -3.16 -1.46
O: 1.09 -2.90 -0.90
N: 3.07 -2.31 -1.93
N: 2.75 -4.38 -1.46
H: 2.82 -1.34 -1.88
H: 4.03 -2.61 -2.04
H: 3.46 -4.44 -2.17
H: 2.17 -5.19 -1.29
C: -1.12 3.34 2.64
O: -2.08 4.14 2.62
N: -0.06 3.56 3.26
N: -1.02 2.17 2.13
H: 0.73 2.92 3.27
H: -0.17 4.47 3.68
H: -0.16 1.63 2.08
H: -1.75 1.87 1.51

Calculated values
- orbital gap (eV) = 5.516
- E_HOMO (eV) = -3.152
- E (eV) = -45304.728
- energy relative to the best compared isomer or geometry (same formula, charge and spin) (kcal per mole) = 162.1
- total charge = -1
- molar mass (g/mol) = 451.5

---

The following is a quantum chemistry calculation of a cluster of 11 separate species, C11H35N11O25P2 in total, from the Open Molecules 2025 dataset.

Cartesian coordinates (Å):
N: -3.81 -3.27 5.84
C: -4.18 -2.99 4.38
O: -4.60 -1.79 3.98
O: -4.03 -4.01 3.29
P: -2.54 -4.91 3.62
P: -0.91 -3.47 3.39
O: -1.37 -1.97 3.18
O: 0.06 -3.88 1.96
O: 0.06 -3.53 4.86
H: -3.29 -2.43 6.23
H: -4.66 -3.49 6.41
H: -2.48 -5.93 2.56
H: -0.52 -3.54 1.19
H: -0.62 -3.58 5.61
C: -2.94 -2.96 -1.90
N: -2.11 -2.55 -0.73
O: -1.77 -3.45 0.05
O: -1.83 -1.35 -0.63
H: -3.10 -4.03 -1.86
H: -3.88 -2.42 -1.84
H: -2.38 -2.68 -2.80
C: -1.40 0.65 5.59
N: -1.95 -0.31 6.58
O: -1.17 -1.13 7.07
O: -3.16 -0.22 6.83
H: -0.33 0.46 5.46
H: -1.93 0.51 4.65
H: -1.56 1.66 5.99
C: -0.43 1.19 -0.70
N: 0.63 2.12 -1.16
O: 0.27 3.19 -1.68
O: 1.80 1.76 -1.00
H: -1.41 1.64 -0.91
H: -0.31 0.26 -1.25
H: -0.29 1.05 0.37
C: 0.89 -6.88 0.55
N: -0.43 -7.51 0.29
O: -1.33 -6.77 -0.13
O: -0.53 -8.72 0.52
H: 0.83 -5.82 0.30
H: 1.12 -7.02 1.61
H: 1.62 -7.39 -0.09
C: -0.03 5.40 1.06
N: -0.76 4.23 1.63
O: -1.30 3.46 0.82
O: -0.77 4.12 2.86
H: -0.11 5.37 -0.03
H: -0.50 6.30 1.45
H: 1.01 5.32 1.38
C: 3.75 -0.33 -1.93
N: 3.48 -1.61 -2.64
O: 4.36 -2.47 -2.61
O: 2.38 -1.71 -3.21
H: 4.75 -0.38 -1.48
H: 3.70 0.48 -2.67
H: 2.99 -0.20 -1.16
C: 1.36 8.25 -2.41
N: 0.81 7.29 -1.42
O: 1.59 6.47 -0.93
O: -0.40 7.38 -1.17
H: 2.43 8.06 -2.54
H: 0.83 8.11 -3.35
H: 1.20 9.26 -2.01
C: 1.72 -4.98 -2.71
N: 0.40 -5.60 -2.97
O: -0.50 -4.87 -3.39
O: 0.30 -6.81 -2.73
H: 1.67 -3.91 -2.95
H: 1.95 -5.11 -1.65
H: 2.45 -5.48 -3.34
C: 4.64 4.44 -1.59
N: 5.16 3.26 -2.33
O: 5.50 3.43 -3.50
O: 5.21 2.19 -1.70
H: 4.65 5.31 -2.26
H: 3.62 4.21 -1.28
H: 5.29 4.61 -0.73
C: -1.81 3.94 -4.46
N: -1.87 5.39 -4.77
O: -0.86 5.91 -5.24
O: -2.94 5.97 -4.53
H: -0.82 3.56 -4.72
H: -1.99 3.82 -3.39
H: -2.58 3.44 -5.05

Calculated values
- SMILES string = NC(=O)OPP(=O)(O)O.C[N+](=O)[O-].C[N+](=O)[O-].C[N+](=O)[O-].C[N+](=O)[O-].C[N+](=O)[O-].C[N+](=O)[O-].C[N+](=O)[O-].C[N+](=O)[O-].C[N+](=O)[O-].C[N+](=O)[O-]
- orbital gap (eV) = 8.589
- E_HOMO (eV) = -9.348
- E (eV) = -98101.686
- molar mass (g/mol) = 783.4

---

The following is a quantum chemistry calculation of a cluster of 7 separate species, C11H35N2O7 in total, from the Open Molecules 2025 dataset.

Cartesian coordinates (Å):
O: -0.12 -0.74 0.15
H: 0.50 -0.24 0.72
C: -3.20 3.74 1.13
O: -3.74 4.81 1.44
N: -2.07 3.64 0.56
N: -3.71 2.59 1.44
H: -1.39 4.37 0.46
H: -1.79 2.67 0.50
H: -3.07 1.84 1.24
H: -4.60 2.45 1.90
C: 1.61 1.86 -6.87
C: 1.43 1.95 -5.31
O: 1.66 0.68 -4.85
H: 0.88 1.16 -7.28
H: 2.63 1.50 -7.04
H: 1.36 2.78 -7.39
H: 0.42 2.19 -4.95
H: 2.12 2.63 -4.80
H: 1.09 0.61 -4.08
C: 7.70 1.49 -2.12
C: 6.98 2.01 -0.91
O: 7.94 2.27 0.06
H: 8.24 2.26 -2.67
H: 6.92 1.06 -2.74
H: 8.43 0.73 -1.88
H: 6.13 1.37 -0.65
H: 6.54 2.96 -1.20
H: 7.55 2.90 0.68
C: 2.35 1.21 7.30
C: 1.73 0.50 6.08
O: 1.31 -0.75 6.56
H: 2.81 2.17 7.10
H: 3.09 0.54 7.75
H: 1.60 1.29 8.09
H: 2.54 0.38 5.36
H: 0.99 1.15 5.61
H: 1.07 -1.20 5.75
C: -4.85 -1.75 -5.43
C: -4.65 -1.79 -3.91
O: -3.67 -2.75 -3.69
H: -3.91 -1.79 -5.98
H: -5.19 -0.75 -5.71
H: -5.57 -2.43 -5.88
H: -5.56 -1.97 -3.34
H: -4.26 -0.82 -3.58
H: -3.15 -2.31 -3.02
C: -3.99 -5.75 4.66
C: -3.77 -4.89 3.42
O: -2.37 -4.50 3.41
H: -3.78 -5.18 5.56
H: -3.41 -6.66 4.74
H: -5.03 -6.08 4.72
H: -4.46 -4.06 3.53
H: -4.03 -5.55 2.59
H: -2.28 -3.81 2.75

Calculated values
- orbital gap (eV) = 5.541
- E_HOMO (eV) = -3.094
- E (eV) = -29284.810
- energy relative to the best compared isomer or geometry (same formula, charge and spin) (kcal per mole) = 107.8
- total charge = -1
- molar mass (g/mol) = 307.4

---

The following is a quantum chemistry calculation of a structure of composition C11H36BClCrMgO11S3, from the Open Molecules 2025 dataset.

Cartesian coordinates (Å):
Cr: -1.11 -0.23 -2.20
Mg: -0.31 -3.31 0.28
Cl: -2.53 -2.22 -2.94
B: -0.34 -1.35 -0.38
H: 0.50 -1.65 0.23
H: -1.26 -1.67 0.10
H: -0.45 -0.29 -0.53
H: -0.24 -1.84 -1.33
O: 0.01 1.71 -1.71
S: 0.41 3.00 -1.16
O: 0.10 4.19 -1.97
O: -0.30 3.09 0.36
C: -0.31 4.37 1.05
C: -1.37 4.32 2.18
C: 2.26 2.95 -0.70
H: -0.60 5.18 0.39
H: 0.70 4.50 1.45
H: -1.34 3.39 2.74
H: -2.39 4.59 1.93
H: -0.99 5.04 2.91
H: 2.35 1.92 -0.33
H: 2.41 3.52 0.21
H: 2.86 3.25 -1.56
O: 6.13 -3.96 2.99
S: 4.72 -3.68 3.31
O: 4.09 -4.07 4.55
O: 4.40 -2.08 3.05
C: 5.07 -1.47 1.95
C: 4.08 -0.96 0.96
C: 3.74 -4.44 1.91
H: 5.83 -2.07 1.44
H: 5.61 -0.67 2.46
H: 4.46 -0.43 0.08
H: 3.63 -0.18 1.58
H: 3.34 -1.76 0.95
H: 2.75 -3.97 1.97
H: 3.54 -5.44 2.28
H: 4.37 -4.52 1.03
O: -5.04 0.77 0.32
S: -3.62 1.16 0.15
O: -2.78 0.66 -0.97
O: -3.43 2.88 0.16
C: -3.49 3.61 -1.06
C: -4.94 4.04 -1.35
C: -2.81 0.86 1.83
H: -2.99 3.10 -1.88
H: -2.88 4.51 -0.98
H: -5.25 4.64 -0.49
H: -5.58 3.17 -1.47
H: -4.97 4.66 -2.24
H: -3.27 -0.08 2.14
H: -3.24 1.54 2.57
H: -1.74 0.72 1.72
C: 0.88 -1.72 -4.22
O: 0.71 -0.54 -3.40
H: 1.68 -2.33 -3.79
H: -0.04 -2.30 -4.27
H: 1.18 -1.48 -5.24
H: 1.44 0.06 -3.57
C: -2.26 -5.44 -0.42
O: -1.83 -4.05 -0.62
H: -3.32 -5.46 -0.17
H: -2.12 -6.05 -1.31
H: -1.74 -5.97 0.39
H: -2.37 -3.73 -1.35

Calculated values
- orbital gap (alpha / beta) (eV) = 6.564 / 6.799
- E_HOMO (alpha / beta) (eV) = -15.251 / -15.555
- E (eV) = -114064.628
- multiplicity = 5
- total charge = +2
- molar mass (g/mol) = 563.2

---

The following is a quantum chemistry calculation of a cluster of 6 separate species, C11H36NO5 in total, from the Open Molecules 2025 dataset.

Cartesian coordinates (Å):
N: -0.03 -0.55 0.44
H: 0.56 -1.35 0.27
H: 0.48 0.32 0.48
H: -0.45 -0.73 1.34
H: -0.77 -0.53 -0.25
C: 0.04 -0.80 4.06
O: -1.00 -0.87 3.11
H: 0.01 0.23 4.42
H: -0.08 -1.48 4.90
H: 0.97 -0.91 3.49
H: -1.88 -0.75 3.47
C: -2.31 2.81 1.21
O: -1.49 1.73 1.72
H: -1.62 3.47 0.69
H: -3.14 2.65 0.51
H: -2.79 3.45 1.95
H: -1.87 1.45 2.55
C: 3.75 -3.73 0.90
C: 2.92 -2.56 0.31
C: 2.75 -2.50 -1.22
O: 1.54 -2.71 0.65
H: 4.81 -3.87 0.72
H: 3.29 -4.69 0.68
H: 3.82 -3.62 1.98
H: 3.12 -1.53 0.62
H: 3.63 -2.12 -1.73
H: 1.95 -1.82 -1.54
H: 2.41 -3.46 -1.60
H: 1.36 -3.65 0.62
C: -3.48 -0.90 -0.40
C: -2.92 -0.81 -1.81
C: -3.61 0.28 -2.60
O: -1.55 -0.54 -1.71
H: -3.13 -0.07 0.21
H: -3.10 -1.75 0.17
H: -4.56 -0.75 -0.42
H: -3.14 -1.69 -2.40
H: -3.65 0.16 -3.68
H: -3.18 1.26 -2.42
H: -4.67 0.35 -2.35
H: -1.19 -0.52 -2.60
C: 1.96 3.60 -0.27
C: 1.15 2.39 -0.96
C: 1.02 2.53 -2.45
O: 1.86 1.20 -0.66
H: 1.55 4.52 -0.68
H: 3.02 3.68 -0.53
H: 1.82 3.66 0.80
H: 0.14 2.48 -0.57
H: 0.27 1.84 -2.85
H: 2.03 2.52 -2.86
H: 0.69 3.55 -2.66
H: 2.72 1.12 -1.09

Calculated values
- orbital gap (alpha / beta) (eV) = 2.234 / 9.942
- E_HOMO (alpha / beta) (eV) = -1.922 / -9.740
- E (eV) = -23713.221
- energy relative to the best compared isomer or geometry (same formula, charge and spin) (kcal per mole) = 4.4
- multiplicity = 2
- molar mass (g/mol) = 262.4